[1]
Here is a structure of composition C26H34AsCl2N3O3PbSSi from the Open Molecules 2025 dataset. Energies are from ωB97M-V/def2-TZVPD.

Output
- energy above the lowest of the compared OMol25 structures with the same formula, charge and spin (eV) = 2.158
- multiplicity = 1
- HOMO-LUMO gap (spin up / spin down) (eV) = 5.26 / 5.77
- total charge = +2
- lowest unoccupied orbital energy (spin up / spin down) (Eh) = -0.3195 / -0.2981

Last column: Löwdin charge in e.
CARTESIAN COORDINATES (ANGSTROEM)
Pb (-0.4542, 0.2168, 0.1428)  1.24
Cl (1.5514, 0.0446, 2.3795)  0.59
C (1.4968, 1.7123, 2.9989)  -0.89
Cl (0.1861, 2.5910, 2.2224)  0.54
H (2.4424, 2.1925, 2.7442)  0.05
H (1.3092, 1.6942, 4.0748)  0.05
C (-0.6864, -1.9924, 3.5925)  -0.04
C (-0.9496, -2.6776, 2.3004)  -0.29
C (-1.2072, -4.0567, 2.2856)  0.05
C (-1.4812, -4.6814, 1.0801)  0.01
C (-1.5552, -3.9297, -0.0719)  0.05
C (-1.3500, -2.5331, -0.0008)  -0.44
N (-0.9927, -1.9742, 1.1860)  0.03
N (-1.5183, -1.6589, -0.9816)  -0.07
Si (-2.5384, -1.8768, -2.3812)  0.50
C (-2.1993, -3.3129, -3.5886)  -0.14
C (-4.2614, -2.2722, -1.5786)  -0.14
C (-2.6067, -0.1503, -3.1545)  -0.16
H (-1.3770, -2.3618, 4.3459)  0.10
H (-0.7946, -0.9164, 3.5068)  0.06
H (0.3216, -2.2269, 3.9331)  0.09
H (-1.2121, -4.6038, 3.2125)  0.14
H (-1.6537, -5.7468, 1.0529)  0.13
H (-1.7196, -4.3760, -1.0344)  0.11
H (-2.3923, -4.2861, -3.1468)  0.03
H (-1.1669, -3.2659, -3.9191)  0.02
H (-2.8500, -3.2208, -4.4535)  0.05
H (-4.3039, -3.3089, -1.2635)  0.03
H (-5.0480, -2.1018, -2.3033)  0.04
H (-4.4425, -1.6345, -0.7211)  0.03
H (-1.5964, 0.2066, -3.3304)  -0.02
H (-3.1235, 0.5631, -2.5124)  0.02
H (-3.1326, -0.1675, -4.1030)  0.05
O (2.8533, 1.4345, 0.1071)  0.02
C (2.6343, 0.7538, -0.8767)  -0.55
N (1.4774, 0.0644, -1.0729)  -0.25
S (1.2716, -0.2400, -2.6851)  0.65
O (0.6414, -1.4971, -2.9254)  -0.28
O (0.5494, 0.9261, -3.1847)  -0.42
C (2.9750, -0.0341, -3.1280)  -0.21
C (3.6518, -0.2809, -4.2991)  -0.01
C (4.9843, 0.1197, -4.3614)  -0.03
C (5.5844, 0.7578, -3.2852)  -0.03
C (4.8865, 1.0031, -2.1084)  0.03
C (3.5622, 0.5928, -2.0349)  -0.13
H (3.1717, -0.7678, -5.1330)  0.13
H (5.5620, -0.0645, -5.2543)  0.12
H (6.6117, 1.0775, -3.3718)  0.12
H (5.3612, 1.4916, -1.2703)  0.13
C (-1.2768, 3.1391, -3.5573)  -0.21
As (-0.8013, 2.6135, -1.7315)  1.20
C (-2.3579, 3.3482, -0.7347)  -0.24
C (0.7546, 3.7703, -1.2395)  -0.25
C (0.3182, 5.1565, -1.4901)  -0.32
C (-0.3121, 5.8964, -0.4806)  -0.05
C (-0.6850, 7.2062, -0.7032)  -0.05
C (-0.4694, 7.7911, -1.9467)  -0.03
C (0.1846, 7.0759, -2.9459)  -0.04
C (0.5488, 5.7624, -2.7314)  -0.05
H (-1.3002, 4.2253, -3.6495)  0.04
H (-2.2612, 2.7350, -3.7910)  0.04
H (-0.5430, 2.7157, -4.2418)  0.04
H (-2.5750, 4.3670, -1.0529)  0.04
H (-2.1785, 3.3325, 0.3395)  0.01
H (-3.2278, 2.7274, -0.9551)  0.03
H (1.5823, 3.4562, -1.8727)  0.09
H (0.9960, 3.5956, -0.1940)  0.04
H (-0.4756, 5.4444, 0.4879)  0.11
H (-1.1418, 7.7775, 0.0905)  0.12
H (-0.8159, 8.7948, -2.1405)  0.12
H (0.4072, 7.5498, -3.8889)  0.12
H (1.0550, 5.2087, -3.5108)  0.13

Cartesian forces (eV/Å) of the 2 atoms listed first:
-0.44 0.19 0.32
0.24 -0.17 0.38

=====

[2]
Here is a cluster of 2 separate species, C5H14 in total from the Open Molecules 2025 dataset. Energies are from ωB97M-V/def2-TZVPD.

Output
- energy above the lowest of the compared OMol25 structures with the same formula, charge and spin (eV) = 0.918
- multiplicity = 1
- HOMO-LUMO gap (eV) = 12.02
- total charge = 0
- lowest unoccupied orbital energy (Eh) = 0.0395

Last column: Löwdin charge in e.
CARTESIAN COORDINATES (ANGSTROEM)
C (-0.5704, -2.4544, 2.0036)  -0.17
C (-1.6134, -1.3137, 1.9237)  -0.18
H (0.3355, -2.0728, 2.6798)  0.10
H (-0.9950, -3.2717, 2.5711)  0.05
H (-0.2598, -2.6041, 0.9901)  0.04
H (-2.4513, -1.7826, 1.4059)  0.06
H (-1.2660, -0.4299, 1.4141)  0.03
H (-1.9797, -1.0422, 2.9175)  0.06
C (0.7269, 0.8691, -1.1782)  -0.34
C (-0.4597, 1.6688, -1.7319)  -0.12
C (2.1073, 1.5278, -1.2559)  -0.12
H (0.3576, 0.3981, -0.2154)  0.09
H (0.9374, 0.0047, -1.8230)  0.09
H (-0.4665, 1.5648, -2.8542)  0.08
H (2.1444, 1.8024, -2.3000)  0.07
H (2.1364, 2.3400, -0.5250)  0.07
H (-0.3057, 2.7161, -1.5915)  0.06
H (-1.3469, 1.1801, -1.3395)  0.06
H (2.9689, 0.8994, -1.0912)  0.06

Cartesian forces (eV/Å) of the 2 atoms listed first:
1.46 2.83 2.37
-0.32 -1.34 0.66

=====

[3]
Here is an isolated molecule of C9H10N2OS from the Open Molecules 2025 dataset. Energies are from ωB97M-V/def2-TZVPD.

Output
- energy above the lowest of the compared OMol25 structures with the same formula, charge and spin (eV) = 5.686
- multiplicity = 1
- HOMO-LUMO gap (eV) = 7.48
- total charge = 0
- lowest unoccupied orbital energy (Eh) = -0.0387

Last column: Löwdin charge in e.
CARTESIAN COORDINATES (ANGSTROEM)
C (2.8979, 0.3400, 1.1144)  -0.07
C (2.4464, -0.3261, -0.2816)  -0.40
O (2.2108, 0.7639, -1.2091)  -0.09
C (1.1906, -1.3291, -0.0950)  -0.13
C (-0.2389, -0.6273, -0.2322)  -0.14
C (-0.8105, 0.0480, -1.5366)  -0.02
C (-2.1829, 0.7473, -1.5836)  -0.01
C (-3.1000, 0.8137, -0.2924)  -0.28
N (-4.4142, 1.4627, -0.1713)  -0.26
S (-4.7677, 1.1196, 1.4675)  0.89
N (-3.4866, 0.2130, 2.1430)  -0.27
C (-2.5687, 0.1015, 1.0284)  -0.29
C (-1.1623, -0.5994, 1.0309)  0.03
H (3.2352, -0.5025, 1.8084)  0.08
H (3.8230, 0.9922, 0.8640)  0.09
H (2.1187, 1.0470, 1.5577)  0.09
H (3.3107, -0.9551, -0.7331)  0.15
H (2.4659, 0.4961, -2.1172)  0.10
H (1.2868, -2.2901, -0.7369)  0.12
H (1.2537, -1.7069, 1.0005)  0.11
H (-0.1475, 0.0411, -2.4801)  0.10
H (-2.5451, 1.2524, -2.5406)  0.09
H (-0.8153, -1.1020, 1.9948)  0.10

Cartesian forces (eV/Å) of the 2 atoms listed first:
0.88 -0.02 -1.26
0.50 -0.34 0.12

=====

[4]
Here is a structure of composition C25H35CeO2 from the Open Molecules 2025 dataset. Energies are from ωB97M-V/def2-TZVPD.

Output
- energy above the lowest of the compared OMol25 structures with the same formula, charge and spin (eV) = 0.571
- multiplicity = 2
- HOMO-LUMO gap (spin up / spin down) (eV) = 4.96 / 4.94
- total charge = 0
- lowest unoccupied orbital energy (spin up / spin down) (Eh) = 0.0005 / 0.0002

Last column: Löwdin charge in e.
CARTESIAN COORDINATES (ANGSTROEM)
Ce (-0.0324, -0.3004, 0.3149)  1.33
C (3.2205, 1.9058, -0.5493)  -0.03
C (2.7971, 0.9886, 0.5072)  -0.25
C (2.0617, 1.4934, 1.5941)  -0.17
C (1.5122, 2.9471, 1.4875)  -0.04
C (1.6970, 0.6591, 2.7178)  -0.23
C (1.1954, 1.3737, 3.9029)  -0.01
C (1.9226, -0.6912, 2.6722)  -0.22
C (1.5875, -1.5752, 3.9036)  0.00
C (2.6446, -1.2092, 1.5910)  -0.20
C (2.9492, -2.7057, 1.5132)  -0.01
C (3.0468, -0.4138, 0.5043)  -0.21
C (3.7053, -1.0800, -0.7017)  -0.03
H (3.1332, 3.0143, -0.3884)  0.11
H (2.6191, 1.7262, -1.4132)  0.08
H (4.2079, 1.5689, -0.9033)  0.10
H (2.1650, 3.7543, 1.8444)  0.10
H (0.5149, 3.1478, 1.9008)  0.10
H (1.3687, 3.1889, 0.4354)  0.05
H (1.9004, 1.0503, 4.6289)  0.09
H (0.1777, 1.1798, 4.1975)  0.11
H (1.3483, 2.4023, 3.8662)  0.06
H (0.7480, -1.1234, 4.4389)  0.08
H (2.4382, -1.5700, 4.6418)  0.11
H (1.3507, -2.6205, 3.7110)  0.08
H (2.0740, -3.2655, 1.2104)  0.10
H (3.1253, -3.0926, 2.5039)  0.07
H (3.8105, -2.9221, 0.9158)  0.07
H (3.2971, -2.0677, -0.8962)  0.08
H (4.8157, -1.1192, -0.5750)  0.11
H (3.5422, -0.5505, -1.6269)  0.07
C (-3.6272, -0.5341, 1.3861)  -0.01
C (-2.5828, 0.1922, 0.5651)  -0.51
O (-1.7247, 0.9674, 1.2385)  -0.26
C (-2.7393, -1.2795, -1.3230)  -0.20
C (-3.2146, -1.4211, -2.7597)  -0.10
C (-2.5269, -2.0124, -3.7030)  -0.16
C (-1.2963, -2.7193, -3.4634)  -0.14
C (-0.8292, -2.6941, -2.1855)  -0.09
C (-1.3892, -1.9343, -1.1407)  -0.37
O (-0.8969, -2.1767, 0.2018)  -0.34
H (-4.0973, 0.1705, 2.0690)  0.08
H (-3.2272, -1.4427, 1.9164)  0.10
H (-4.4969, -0.8421, 0.7843)  0.08
H (-4.2799, -1.1652, -2.9017)  0.11
H (-3.0422, -2.1754, -4.6750)  0.11
H (-0.9413, -3.3310, -4.3020)  0.08
H (0.0644, -3.1721, -2.0368)  0.07
C (-1.4595, 2.4710, -0.8768)  -0.07
C (-1.9186, 1.2450, -1.6426)  -0.50
C (-0.8806, 1.0152, -2.7337)  -0.03
C (-3.3306, 1.6605, -2.3080)  -0.01
C (-2.4802, 0.1134, -0.7657)  -0.22
H (-1.2981, 3.2338, -1.6706)  0.10
H (-0.4665, 2.3444, -0.4049)  0.04
H (-2.1650, 2.7428, -0.0631)  0.12
H (-1.0514, 1.8132, -3.5200)  0.12
H (-0.9223, 0.0945, -3.2657)  0.06
H (0.1170, 1.1891, -2.3281)  0.06
H (-3.2185, 2.6289, -2.8693)  0.09
H (-4.0022, 1.7503, -1.5000)  0.07
H (-3.6349, 0.9109, -3.0527)  0.07
H (-3.3857, -1.7365, -0.6191)  0.11

Cartesian forces (eV/Å) of the 2 atoms listed first:
-0.94 0.24 -0.59
1.03 0.58 -1.31